No. 1
Molecular formula: C2H2N2O2S
Method: DFT, ωB97M-V with the def2-TZVPD basis set

Values from the calculation:
Energy relative to the best compared isomer or geometry (same formula, charge and spin) in kcal/mol: 67.4
DFT total energy in eV: -20013.4269
Molar mass in g/mol: 118.12
SMILES string: [H]/N=C/S(=O)(=O)C#N
Orbital gap in eV: 11.415

Geometry as XYZ:
```
9
Properties=species:S:1:pos:R:3:lowdin_charge:R:1
C -1.083 -1.208 -0.232 -0.2950
C 0.927 0.537 -0.083 -0.2292
N -1.316 -2.259 -0.660 0.1735
N 1.369 -0.580 0.176 0.0891
O -1.621 1.115 -1.040 -0.2839
O -1.169 0.978 1.370 -0.2765
S -0.929 0.493 0.045 0.6443
H 1.463 1.412 0.012 0.0876
H 2.359 -0.488 0.412 0.0901
```

***

No. 2
Molecular formula: C5H10O
Method: DFT, ωB97M-V with the def2-TZVPD basis set

Values from the calculation:
Energy relative to the best compared isomer or geometry (same formula, charge and spin) in kcal/mol: 105.6
DFT total energy in eV: -7390.1856
Molar mass in g/mol: 86.13
Orbital gap (alpha / beta) in eV: 7.633 / 9.191

Geometry as XYZ:
```
16
Properties=species:S:1:pos:R:3:lowdin_charge:R:1
O -1.474 -0.291 0.911 -0.1017
C -1.063 0.173 -0.475 -0.4297
C -0.454 -0.940 -1.215 0.0524
C 0.795 -0.676 1.086 0.0003
C 1.197 0.556 0.363 -0.2567
C -0.051 1.279 -0.225 -0.1558
H -1.300 -1.247 0.898 0.0668
H -2.016 0.503 -0.896 0.1360
H -1.154 -1.691 -1.585 0.0577
H 0.412 -0.858 -1.885 0.0736
H 1.237 -1.646 0.938 0.0553
H 0.541 -0.504 2.128 0.0670
H 1.732 1.256 1.018 0.1100
H 1.861 0.240 -0.440 0.0975
H -0.494 1.975 0.488 0.1104
H 0.233 1.870 -1.110 0.1170
```

***

No. 3
Molecular formula: C4H6DyMgO5
Method: DFT, ωB97M-V with the def2-TZVPD basis set

Values from the calculation:
⟨S²⟩: 12.24
Multiplicity: 7
DFT total energy in eV: -43992.2320
Molar mass in g/mol: 320.89
Charge: +2
Orbital gap (alpha / beta) in eV: 6.471 / 7.495

Geometry as XYZ:
```
17
Properties=species:S:1:pos:R:3:lowdin_charge:R:1
C -2.628 -0.364 -2.985 -0.3207
O -2.925 0.649 -2.461 -0.0686
O -2.419 -1.079 -3.867 0.3334
Mg -3.731 2.635 -2.818 1.1122
O 0.888 2.087 1.834 -0.3199
O 0.479 0.143 -1.038 -0.4049
C 0.603 -1.113 -0.477 -0.3185
C 1.284 -0.971 0.885 -0.1718
O 0.439 -0.146 1.696 -0.2233
C 1.057 0.915 2.494 -0.3205
Dy -0.151 1.692 0.145 1.8124
H 1.046 -1.760 -1.349 0.1740
H -0.262 -1.788 -0.306 0.1218
H 2.259 -0.469 0.767 0.1424
H 1.419 -1.949 1.370 0.1506
H 0.524 0.883 3.463 0.1514
H 2.117 0.635 2.648 0.1500
```